# 1
Entry from OMol25: a structure of composition C30H47NO4SSi5TcTe at a distorted geometry (the ωB97M-V functional and the def2-TZVPD basis).

Atoms and positions in Å:
Tc -0.804 1.260 0.067
C 0.109 5.886 -6.103
C -0.360 4.783 -5.202
C -1.715 4.626 -4.916
C -2.154 3.626 -4.069
C -1.221 2.775 -3.493
C 0.133 2.904 -3.760
C 0.552 3.908 -4.619
S -1.813 1.527 -2.406
O -0.580 0.759 -1.956
O -2.800 0.721 -3.045
N -2.336 2.201 -1.048
C -2.033 3.612 -0.732
C -1.900 3.721 0.796
O -2.240 4.709 1.394
O -1.359 2.660 1.363
H -0.683 6.213 -6.775
H 0.961 5.568 -6.703
H 0.425 6.750 -5.515
H -2.435 5.295 -5.370
H -3.209 3.502 -3.863
H 0.841 2.230 -3.299
H 1.607 4.012 -4.838
H -2.824 4.279 -1.075
H -1.078 3.938 -1.170
C 5.103 -0.803 -0.430
C 4.782 0.184 -1.348
C 3.692 1.013 -1.121
C 2.900 0.870 0.018
C 3.246 -0.125 0.932
C 4.333 -0.954 0.716
Si 1.479 2.066 0.310
C 1.778 3.186 1.778
C 2.473 4.376 1.563
C 2.772 5.231 2.612
C 2.375 4.908 3.900
C 1.676 3.732 4.131
C 1.379 2.883 3.078
H 5.953 -1.451 -0.604
H 5.379 0.310 -2.241
H 3.452 1.781 -1.846
H 2.658 -0.253 1.835
H 4.581 -1.719 1.441
H 1.535 2.959 -0.900
H 2.786 4.643 0.560
H 3.308 6.152 2.423
H 2.600 5.576 4.721
H 1.351 3.483 5.132
H 0.808 1.985 3.276
C -1.618 -2.526 -2.282
Si -2.476 -2.843 -0.642
C -3.181 -4.592 -0.682
C -3.860 -1.602 -0.355
Si -0.947 -2.758 1.155
Te -0.277 -0.404 1.862
Si 1.148 -3.786 0.770
C 0.909 -5.654 0.680
C 1.911 -3.152 -0.831
C 2.316 -3.378 2.196
Si -1.949 -3.449 3.204
C -2.396 -5.284 3.168
C -0.747 -3.173 4.632
C -3.514 -2.441 3.490
H -2.315 -2.750 -3.094
H -0.739 -3.155 -2.414
H -1.316 -1.490 -2.386
H -3.933 -4.664 -1.471
H -3.657 -4.874 0.255
H -2.405 -5.328 -0.899
H -4.593 -1.670 -1.161
H -3.487 -0.579 -0.353
H -4.375 -1.770 0.591
H 0.253 -5.939 -0.143
H 0.483 -6.052 1.601
H 1.872 -6.145 0.522
H 1.432 -3.587 -1.708
H 2.970 -3.421 -0.864
H 1.844 -2.066 -0.912
H 1.962 -3.778 3.143
H 2.436 -2.299 2.315
H 3.303 -3.803 1.998
H -1.523 -5.917 3.014
H -3.124 -5.520 2.393
H -2.837 -5.562 4.129
H 0.110 -3.841 4.565
H -1.256 -3.384 5.576
H -0.374 -2.151 4.680
H -4.312 -2.763 2.818
H -3.356 -1.374 3.330
H -3.867 -2.576 4.514

Calculated values
- highest occupied orbital energy (spin up / spin down) (eV) = -8.0094 / -7.8791
- expectation value of S² = 0.8230
- gap between HOMO and LUMO (spin up / spin down) (eV) = 6.374 / 6.725
- maximum force (eV/A) = 1.1
- multiplicity = 2

# 2
Entry from OMol25: a cluster of 2 separate species, C3H9PS3 in total at a distorted geometry (the ωB97M-V functional and the def2-TZVPD basis).

Atoms and positions in Å:
C -0.060 1.746 -0.341
C 1.889 0.333 0.479
C 0.402 0.729 0.642
P -1.198 -1.094 0.063
S -3.074 -0.726 0.193
S -0.529 -1.537 -2.035
S -0.583 -2.893 1.012
H -0.093 2.795 0.229
H 0.657 1.888 -1.163
H -0.890 1.376 -0.853
H 2.012 -0.638 0.877
H 2.488 1.190 1.028
H 2.230 0.302 -0.595
H 0.263 1.028 1.666
H -1.740 -1.372 -2.571
H -1.774 -3.127 1.369

Calculated values
- highest occupied orbital energy (eV) = -8.6006
- energy above the lowest of the compared OMol25 structures with the same formula, charge and spin (kcal per mole) = 55.07
- gap between HOMO and LUMO (eV) = 8.147
- maximum force (eV/A) = 3.5

# 3
Entry from OMol25: a structure of composition C37H28N7OS2V at a distorted geometry (the ωB97M-V functional and the def2-TZVPD basis).

Atoms and positions in Å:
V 8.167 11.070 15.789
S 8.962 9.500 14.341
C 7.536 8.855 13.480
C 7.731 8.117 12.319
C 6.611 7.654 11.581
C 6.830 6.709 10.475
N 7.154 5.847 9.748
C 5.328 7.960 12.023
C 5.127 8.725 13.142
C 6.199 9.206 13.867
S 5.960 10.408 15.123
C 4.170 7.775 11.123
N 3.271 7.740 10.379
H 8.777 7.915 11.965
H 4.066 8.872 13.312
C 10.646 11.630 17.692
N 10.206 12.021 16.358
C 11.200 11.691 15.342
C 9.833 13.426 16.323
C 9.330 13.709 14.916
C 9.796 14.721 14.083
C 9.286 14.857 12.797
C 8.280 13.956 12.432
C 7.973 12.825 13.167
C 8.456 12.670 14.488
H 11.608 11.991 18.001
H 10.623 10.573 17.826
H 10.101 12.047 18.489
H 12.014 12.392 15.347
H 10.750 11.801 14.308
H 11.481 10.642 15.475
H 10.689 14.057 16.651
H 9.062 13.550 17.146
H 10.441 15.554 14.285
H 9.645 15.629 12.125
H 7.787 14.213 11.503
H 7.165 12.193 12.808
C 6.005 12.837 28.952
O 5.633 11.668 28.210
C 5.404 11.683 26.861
C 5.306 10.403 26.245
C 5.266 10.363 24.895
C 5.227 11.516 24.097
C 5.257 12.744 24.689
C 5.413 12.873 26.092
C 5.359 11.404 22.615
N 5.879 10.433 22.022
C 6.143 10.770 20.740
C 5.610 12.042 20.470
N 5.130 12.475 21.667
C 5.793 12.695 19.207
C 5.268 13.940 18.824
C 5.559 14.350 17.549
C 6.318 13.559 16.648
N 6.832 12.430 17.078
C 6.620 11.991 18.316
C 7.238 10.753 18.637
N 8.104 10.169 17.666
C 8.573 8.971 17.950
C 8.345 8.297 19.127
C 7.576 8.835 20.102
C 7.014 10.115 19.858
H 6.448 13.615 28.317
H 6.759 12.523 29.588
H 5.193 13.294 29.461
H 5.398 9.548 26.848
H 5.229 9.430 24.370
H 5.390 13.637 24.115
H 5.525 13.873 26.469
H 4.435 13.201 21.766
H 4.574 14.568 19.386
H 5.135 15.277 17.161
H 6.469 13.988 15.674
H 9.076 8.567 17.099
H 8.909 7.418 19.306
H 7.404 8.424 21.081

Calculated values
- highest occupied orbital energy (spin up / spin down) (eV) = -7.3890 / -7.4486
- expectation value of S² = 2.0308
- energy above the lowest of the compared OMol25 structures with the same formula, charge and spin (kcal per mole) = 1.36
- gap between HOMO and LUMO (spin up / spin down) (eV) = 6.263 / 6.221
- maximum force (eV/A) = 3.5
- multiplicity = 3